74
Properties=species:S:1:pos:R:3:forces:R:3 method="wB97M-V/def2-TZVPD" lumo_energy_ev="-0.87 / -1.61" multiplicity=2 gap_ev="6.16 / 5.43" homo_ev="-7.04 / -7.04"
Ir -0.302570 -0.455336 -0.322928 3.2 -2.5 1.1
Cl 0.728333 -6.229713 3.422131 0.0 0.0 -0.1
C 0.042881 -4.746929 2.848330 -0.1 0.1 0.2
C 0.464716 -4.233316 1.636328 0.2 0.0 -0.3
C -0.063405 -3.043334 1.146242 -0.1 -0.5 0.1
N 0.296802 -2.417713 -0.045165 -0.3 0.6 -0.2
C 1.208387 -2.962540 -0.872180 -0.5 -0.2 0.1
O 1.389203 -4.150349 -1.090984 0.4 0.0 0.1
C 2.074145 -1.931079 -1.499298 0.3 -0.1 -0.4
C 3.272397 -2.293947 -2.091031 0.1 0.1 0.0
C 4.087964 -1.305251 -2.610253 0.0 0.0 0.0
C 3.664386 0.015667 -2.552277 0.0 -0.1 0.0
C 2.448670 0.290266 -1.959732 -0.1 0.3 0.0
N 1.687999 -0.662560 -1.426673 -0.9 0.9 0.6
C -1.004144 -2.358391 1.902530 -0.2 0.1 0.4
C -1.419112 -2.869744 3.129343 -0.1 0.3 0.0
C -0.911028 -4.068086 3.595049 0.1 -0.1 -0.1
Cl -1.471876 -4.695791 5.107388 0.0 0.1 0.0
N -1.541782 -1.232823 1.289627 0.2 1.3 -1.1
C -2.533538 -0.479881 1.815706 0.5 -0.1 0.2
O -2.822676 -0.348259 2.994733 -0.3 0.0 0.0
C -3.365316 0.132974 0.731894 -0.3 0.2 0.0
C -4.601467 0.696303 1.008788 -0.1 0.1 0.2
C -5.403198 1.088568 -0.049110 0.1 0.0 0.0
C -4.932067 0.917466 -1.342898 0.0 0.0 0.0
C -3.662336 0.389712 -1.519192 -0.1 0.0 0.0
N -2.905230 -0.001666 -0.499116 -0.4 0.1 -0.7
H 1.199270 -4.771954 1.058895 -0.1 -0.1 0.0
H 3.537257 -3.341185 -2.108339 -0.1 0.0 0.0
H 5.035630 -1.557396 -3.067271 0.0 0.0 0.0
H 4.265240 0.813973 -2.963264 0.0 0.1 0.0
H 2.062143 1.300429 -1.909027 0.0 0.0 0.0
H -2.136827 -2.316953 3.713759 0.0 -0.1 0.0
H -4.909684 0.800375 2.039775 0.0 0.0 0.0
H -6.384430 1.509736 0.126432 0.0 0.0 0.0
H -5.533900 1.182914 -2.201117 0.0 0.0 0.0
H -3.245754 0.259480 -2.511501 0.0 0.0 0.0
S -0.626181 3.573429 -2.263961 0.0 0.0 -0.1
C -0.630249 3.878648 -0.547411 0.0 -0.1 -0.1
C -0.673767 5.094154 0.125082 0.0 0.1 0.0
C -0.717385 5.066451 1.505424 0.0 0.0 0.0
C -0.731930 3.851596 2.203188 0.0 0.0 0.0
C -0.680154 2.645747 1.536952 0.0 -0.1 0.1
C -0.612854 2.665994 0.145243 0.0 0.2 0.1
N -0.571417 1.566820 -0.691362 -0.2 -0.2 0.1
C -0.607238 1.873621 -1.959064 -0.2 0.3 0.0
C -0.697637 0.780149 -2.910681 0.0 -0.3 -0.2
C -0.852345 0.931427 -4.286519 0.1 0.2 0.1
C -0.973842 -0.190769 -5.086155 0.0 0.0 -0.1
C -0.957137 -1.460402 -4.515711 0.0 0.1 0.1
C -0.813732 -1.615255 -3.141129 0.0 -0.1 -0.2
C -0.677957 -0.501614 -2.326099 -0.7 0.0 0.3
H -0.686029 6.032359 -0.413208 0.0 0.0 0.0
H -0.748846 5.999079 2.052418 0.0 0.0 0.0
H -0.790571 3.858334 3.283261 0.0 0.0 0.0
H -0.684838 1.697357 2.059425 0.0 0.0 0.0
H -0.884285 1.925375 -4.719619 0.0 0.0 -0.1
H -1.089787 -0.080813 -6.156181 0.0 0.0 0.0
H -1.048194 -2.336956 -5.144337 0.0 0.0 0.0
H -0.806124 -2.611186 -2.714431 0.0 0.0 0.0
C 2.956178 2.088727 0.964664 -0.3 -0.1 -0.1
Si 2.307019 0.540543 1.844291 0.8 0.1 0.5
C 2.074960 1.000329 3.655796 -0.1 -0.1 -0.3
C 3.704587 -0.723729 1.737995 -0.3 0.0 -0.1
O 0.918106 -0.029455 1.279187 -0.7 -0.1 -0.4
H 3.824386 2.500973 1.483385 0.0 0.0 0.0
H 2.185872 2.865388 0.924079 0.1 0.0 0.0
H 3.257238 1.859598 -0.059538 0.1 0.1 0.0
H 3.034634 1.202315 4.136662 0.0 0.0 0.0
H 1.575710 0.187946 4.188045 0.0 0.0 0.0
H 1.449126 1.893012 3.740493 0.0 0.0 0.1
H 4.609444 -0.346864 2.220253 0.0 0.0 0.0
H 3.940403 -0.952348 0.693120 0.1 0.0 0.0
H 3.409720 -1.653612 2.230827 0.0 0.0 0.0


72
Properties=species:S:1:pos:R:3:forces:R:3 method="wB97M-V/def2-TZVPD" total_charge=-1 lumo_energy_ev=1.61 gap_ev=3.92 homo_ev=-2.32
K 15.064545 14.274915 6.673499 -0.7 -0.5 -0.3
I 11.470615 16.024402 6.187537 -0.4 0.5 0.2
C 9.892442 14.623667 6.411043 0.5 -1.1 0.1
C 8.611284 14.940643 6.772377 0.4 0.4 -0.3
C 7.635655 13.898247 6.716308 0.5 0.4 0.1
C 7.996874 12.620990 6.389525 1.0 -0.1 0.0
C 9.377681 12.228246 6.246359 -0.4 1.4 -0.2
C 9.833880 10.902908 6.084391 -0.1 0.2 -0.1
C 11.172169 10.667055 5.919415 0.3 0.3 -0.3
C 12.136101 11.713950 5.808144 -1.0 -1.4 -0.2
C 11.739561 13.000986 5.926615 0.1 2.1 0.2
C 10.357421 13.275018 6.194317 0.1 -0.3 0.0
H 8.370563 15.990632 7.011218 -0.1 -0.7 -0.1
H 6.617336 14.168396 6.948480 -0.3 -0.1 -0.2
H 7.260540 11.874316 6.181290 -0.6 -0.4 0.3
H 9.121705 10.092309 6.042757 -0.1 -0.2 0.2
H 11.492907 9.653395 5.804492 0.2 -0.7 0.0
H 13.161187 11.460572 5.555032 -0.1 -0.1 0.2
C 18.620436 12.625888 5.364642 -0.1 0.1 1.1
C 18.901259 14.018046 5.858813 -0.3 -0.2 0.4
N 17.949109 14.874692 6.091994 1.2 0.8 -0.5
C 18.491003 16.157889 6.277355 0.8 0.0 -0.5
C 19.876096 16.184434 6.213626 -0.3 1.4 0.9
S 20.555468 14.616432 6.167662 -1.5 -0.2 -1.2
C 17.578974 17.342221 6.322931 -0.2 -0.3 -0.7
C 17.944638 18.648675 6.097201 0.5 -0.6 -0.2
S 16.610790 19.700308 6.075928 -0.5 -0.9 0.6
C 15.614254 18.337826 6.451651 -1.4 -1.8 -0.2
N 16.192646 17.132353 6.455420 1.1 2.7 0.5
C 14.108624 18.411852 6.753342 1.5 0.7 -0.1
H 17.647936 12.295822 5.813206 0.8 0.0 -0.7
H 19.441125 12.012717 5.738968 -0.2 -0.4 -0.2
H 18.602564 12.568883 4.264298 -0.1 0.1 0.5
H 20.563896 17.061725 6.264741 -0.9 -0.8 0.2
H 18.899142 19.067708 5.835621 0.3 -0.3 0.1
H 13.864514 19.397928 7.166377 0.0 -0.2 0.0
H 13.959225 17.639701 7.508637 -0.5 0.0 -0.3
H 13.530210 18.275912 5.837375 -0.1 -0.3 0.2
C 13.938811 6.557987 6.351345 0.2 0.4 0.7
C 13.476287 7.200211 7.629992 -0.6 1.4 0.5
C 12.189955 6.932865 8.142771 0.3 0.0 0.4
C 11.707715 7.582369 9.268075 1.0 1.3 0.9
Cl 10.081750 7.493878 9.901518 0.0 -0.6 -0.3
C 12.531714 8.497856 9.943835 -0.6 0.0 0.3
C 13.741438 8.862189 9.390925 1.1 0.7 0.3
C 14.227088 8.268745 8.229616 -0.3 -1.5 -0.7
O 15.459117 8.499232 7.658642 -0.6 0.6 0.1
C 16.063736 9.812300 7.785797 -1.0 0.2 -0.8
C 15.303229 11.021718 7.067670 -1.1 0.2 -0.5
O 14.730978 11.845901 7.847285 1.2 -0.7 -0.5
O 15.300400 11.065767 5.791931 0.8 -0.2 1.9
H 13.119520 6.041050 5.885155 -0.3 -0.3 -0.3
H 14.751702 5.873169 6.555197 0.2 -0.3 -0.1
H 14.327074 7.322463 5.690210 0.0 0.1 -0.2
H 11.554061 6.171232 7.724114 0.0 -0.1 -0.5
H 12.220199 8.937934 10.919253 0.1 -0.3 -1.1
H 14.344952 9.650100 9.880048 -0.5 -0.5 -0.4
H 17.004526 9.696233 7.282238 0.6 -0.1 -0.1
H 16.204866 10.051704 8.824585 0.1 0.1 0.5
N 14.434380 15.333774 9.074145 0.4 0.5 3.7
C 14.559354 15.348868 10.247396 -0.5 0.3 -4.6
C 14.727110 15.114292 11.622937 -0.2 -0.3 1.1
C 13.591343 14.908310 12.429559 -0.5 0.6 -0.8
C 13.702716 14.186708 13.581321 1.3 -0.8 0.7
C 14.975552 13.703944 13.965035 0.0 -0.1 0.2
C 16.133552 14.123849 13.291832 0.3 -0.7 0.5
C 16.003943 14.826660 12.091617 0.1 -0.1 0.6
H 12.620620 15.325898 12.126270 0.5 -0.5 -0.1
H 12.843703 13.910099 14.169230 -0.2 0.1 0.0
H 15.051269 12.962230 14.787383 0.0 0.8 -0.5
H 17.138546 13.781094 13.666760 -1.2 0.5 -0.5
H 16.866059 15.162607 11.523567 -0.1 -0.4 0.0


74
Properties=species:S:1:pos:R:3:forces:R:3 method="wB97M-V/def2-TZVPD" total_charge=-2 lumo_energy_ev="4.12 / 3.97" multiplicity=6 gap_ev="4.48 / 6.60" homo_ev="-0.36 / -2.63"
Mn -0.512412 -0.697633 0.033484 0.0 0.1 -0.1
C 2.560782 1.537388 -1.314143 0.0 0.0 0.0
C 2.626979 0.106305 -1.838554 0.0 0.0 0.0
N 2.278959 -0.930081 -0.862598 0.0 0.0 0.0
C 2.503248 -2.233459 -1.491013 0.0 0.0 0.0
C 2.203207 -3.439534 -0.617323 0.0 0.0 0.0
C 2.967335 -0.781682 0.417575 0.0 0.0 0.0
C 2.030744 -0.978137 1.605108 0.0 0.0 0.0
N 0.911676 -0.046955 1.483444 -0.1 0.0 0.1
C 0.446492 0.490681 2.643616 0.0 0.0 -0.1
C -0.150317 1.774594 2.646808 0.0 0.0 0.0
F -0.187389 2.483886 1.507272 0.0 0.0 0.0
C -0.642294 2.364880 3.785872 0.0 0.0 0.0
F -1.182526 3.603766 3.691860 0.0 0.0 0.0
C -0.568072 1.762109 5.028581 0.0 0.0 0.0
C 0.022379 0.517133 5.061436 0.0 0.0 0.0
F 0.114626 -0.136343 6.242602 0.0 0.0 0.0
C 0.499708 -0.104353 3.925655 0.0 0.0 0.0
F 0.975899 -1.362201 4.068527 0.0 0.0 0.0
H 2.378007 2.223534 -2.144387 0.0 0.0 0.0
H 3.491868 1.844024 -0.833462 0.0 0.0 0.0
H 1.747780 1.647617 -0.597879 0.0 0.0 0.0
H 3.637026 -0.087006 -2.249327 0.0 0.0 0.0
H 1.933121 -0.011427 -2.672860 0.0 0.0 0.0
H 3.555223 -2.291976 -1.834726 0.0 0.0 0.0
H 1.877266 -2.273060 -2.385548 0.0 0.0 0.0
H 2.902437 -3.524215 0.217423 0.0 0.0 0.0
H 2.296148 -4.343279 -1.223132 0.0 0.0 0.0
H 1.194118 -3.405278 -0.211516 0.0 0.0 0.0
H 3.370394 0.226539 0.492324 0.0 0.0 0.0
H 3.821336 -1.474095 0.489894 0.0 0.0 0.0
H 2.613603 -0.770983 2.509824 0.0 0.0 0.0
H 1.708428 -2.021972 1.663311 0.0 0.0 0.0
H -0.967028 2.229160 5.915939 0.0 0.0 0.0
O -0.935954 -4.152990 2.134116 0.0 0.0 0.0
C -1.094440 -2.960706 1.905200 0.0 0.0 -0.1
O -0.583419 -2.397330 0.854549 0.0 0.0 0.1
C -1.878236 -2.119956 2.882350 0.0 0.0 0.0
C -1.919327 -2.609891 4.188392 0.0 0.0 0.0
C -2.579110 -1.938906 5.199436 0.0 0.0 0.0
C -3.236895 -0.751404 4.895206 0.0 0.0 0.0
C -3.216241 -0.260763 3.605476 0.0 0.0 0.0
C -2.536064 -0.921771 2.568204 0.0 0.0 0.0
S -2.628419 -0.162483 0.983416 0.0 0.0 0.0
H -1.398250 -3.538211 4.380205 0.0 0.0 0.0
H -2.570640 -2.324665 6.211614 0.0 0.0 0.0
H -3.754299 -0.196377 5.670356 0.0 0.0 0.0
H -3.713083 0.672188 3.368420 0.0 0.0 0.0
N -0.497202 -4.514221 -6.529540 0.0 0.0 0.0
C -0.544975 -3.915729 -5.530856 0.0 0.0 0.0
C -0.603200 -3.193120 -4.332877 0.0 0.0 0.0
C -0.376202 -1.780862 -4.276067 0.0 0.0 0.0
C -0.430428 -1.122886 -3.085367 0.0 0.0 0.0
N -0.679187 -1.715824 -1.875129 0.0 0.0 0.0
C -0.942627 -3.060447 -1.933615 0.0 0.0 0.0
C -0.916028 -3.803044 -3.074521 0.0 0.0 0.0
H -0.167076 -1.221966 -5.179745 0.0 0.0 0.0
H -0.272334 -0.054394 -3.053265 0.0 0.0 0.0
H -1.168190 -3.529517 -0.986687 0.0 0.0 0.0
H -1.135276 -4.861364 -3.017827 0.0 0.0 0.0
N -0.994883 8.151340 -4.618384 0.0 0.0 0.0
C -0.973174 7.127388 -4.092285 0.0 0.0 0.0
C -0.945616 5.851109 -3.436252 0.0 0.0 0.0
C -1.169732 4.682755 -4.166276 0.0 0.0 0.0
C -1.141723 3.456139 -3.534310 0.0 0.0 0.0
C -0.886882 3.361416 -2.158410 0.0 0.0 0.1
C -0.666901 4.544552 -1.435761 0.0 0.0 0.0
C -0.694836 5.772077 -2.064767 0.0 0.0 0.0
C -0.832153 2.103327 -1.500974 0.0 0.0 -0.1
C -0.696470 1.045323 -0.920076 0.0 -0.1 0.0
H -1.365017 4.746926 -5.228895 0.0 0.0 0.0
H -1.316388 2.547141 -4.094426 0.0 0.0 0.0
H -0.474510 4.469250 -0.373671 0.0 0.0 0.0
H -0.523388 6.679971 -1.501045 0.0 0.0 0.0


The energy results, record by record, are as follows: -95889.2738 -104927.2917 -100268.2120 eV.
The relative energy (zero: lowest compared OMol25 entry of this formula, charge and spin) results, record by record, are as follows: 47.55 32.14 0.00 kcal per mole.